[1]
{"formula": "C44H33Cl2CrIN9O4", "method": "ωB97M-V with the def2-TZVPD basis set", "spin_multiplicity": 2, "homo_ev": [-8.352, -8.351], "molar_mass_g_mol": 1001.61, "homo_lumo_gap_ev": [7.42, 7.48], "largest_force_ha_per_bohr": 0.0284, "energy_ev": -129333.3012, "s2": 0.762, "species": ["Cr", "O", "C", "C", "C", "C", "C", "C", "C", "O", "N", "N", "C", "C", "C", "C", "C", "C", "N", "H", "H", "H", "H", "H", "H", "H", "H", "H", "H", "N", "C", "I", "C", "C", "C", "C", "C", "N", "H", "H", "H", "H", "Cl", "C", "C", "C", "C", "C", "Cl", "C", "N", "C", "C", "C", "C", "C", "C", "C", "C", "O", "O", "H", "H", "H", "H", "H", "H", "H", "H", "H", "H", "C", "C", "N", "C", "C", "C", "C", "C", "C", "C", "C", "N", "C", "N", "H", "H", "H", "H", "H", "H", "H", "H", "H"], "coordinates": [[-0.596, 0.083, 0.101], [2.515, -3.524, -2.446], [1.368, -4.173, -2.177], [1.168, -5.400, -2.814], [0.013, -6.118, -2.597], [-0.977, -5.639, -1.741], [-0.784, -4.429, -1.110], [0.380, -3.680, -1.309], [0.477, -2.358, -0.660], [-0.491, -1.946, 0.067], [1.560, -1.624, -0.876], [1.348, -0.410, -0.269], [2.307, 0.257, 0.253], [1.860, 1.392, 1.048], [2.708, 2.289, 1.684], [2.147, 3.289, 2.456], [0.768, 3.367, 2.574], [-0.017, 2.444, 1.905], [0.522, 1.470, 1.172], [2.514, -2.677, -1.947], [1.941, -5.760, -3.479], [-0.123, -7.065, -3.104], [-1.883, -6.206, -1.579], [-1.536, -4.018, -0.451], [3.341, -0.069, 0.205], [3.779, 2.195, 1.571], [2.782, 4.005, 2.962], [0.293, 4.138, 3.162], [-1.098, 2.471, 1.935], [-1.619, 2.870, -1.035], [-1.191, 1.868, -0.655], [-1.300, 2.714, -4.629], [0.294, 3.294, -3.407], [0.309, 4.584, -2.891], [1.346, 4.920, -2.045], [2.317, 3.970, -1.758], [2.206, 2.723, -2.343], [1.207, 2.381, -3.159], [-0.483, 5.277, -3.127], [1.394, 5.908, -1.609], [3.147, 4.190, -1.102], [2.948, 1.955, -2.158], [-5.395, 1.526, 4.436], [-5.033, 1.862, 2.759], [-4.433, 3.069, 2.452], [-4.107, 3.351, 1.137], [-4.431, 2.439, 0.148], [-5.058, 1.253, 0.475], [-5.498, 0.196, -0.835], [-5.339, 0.894, 1.800], [-5.925, -0.321, 2.175], [-5.354, -1.566, 1.730], [-6.165, -2.426, 0.996], [-5.688, -3.647, 0.556], [-4.381, -4.017, 0.844], [-3.579, -3.169, 1.587], [-4.056, -1.945, 2.055], [-3.117, -1.091, 2.870], [-2.029, -0.524, 1.993], [-0.814, -0.584, 2.239], [-2.408, 0.048, 0.915], [-4.218, 3.766, 3.250], [-3.606, 4.271, 0.876], [-4.182, 2.632, -0.885], [-6.126, -0.332, 3.168], [-7.169, -2.101, 0.765], [-6.332, -4.305, -0.013], [-3.993, -4.967, 0.501], [-2.560, -3.454, 1.821], [-2.666, -1.678, 3.672], [-3.634, -0.244, 3.328], [-0.928, -1.076, -4.099], [-0.510, -0.464, -2.927], [-1.259, -0.471, -1.827], [-2.466, -1.047, -1.853], [-2.983, -1.627, -3.000], [-2.179, -1.657, -4.137], [-4.333, -2.227, -2.974], [-5.311, -1.953, -3.835], [-5.276, -0.912, -4.884], [-4.745, 0.356, -4.662], [-4.814, 1.251, -5.711], [-5.348, 0.939, -6.891], [-5.837, -0.290, -6.987], [-5.844, -1.229, -6.050], [-0.278, -1.072, -4.961], [0.436, 0.053, -2.862], [-3.025, -1.034, -0.929], [-2.541, -2.141, -5.035], [-4.518, -2.961, -2.197], [-6.232, -2.521, -3.793], [-4.323, 0.638, -3.709], [-4.436, 2.262, -5.603], [-6.289, -0.557, -7.936]], "lowdin_spin": [1.025, 0.000, 0.000, 0.000, 0.000, 0.000, 0.000, 0.000, 0.001, 0.006, 0.002, -0.003, -0.014, -0.002, -0.002, -0.001, -0.002, -0.001, -0.009, 0.000, 0.000, 0.000, 0.000, 0.000, -0.001, 0.000, 0.000, 0.000, 0.000, 0.012, -0.015, 0.000, 0.000, 0.000, 0.000, 0.000, 0.000, 0.000, 0.000, 0.000, 0.000, 0.000, 0.000, 0.000, 0.000, 0.000, 0.000, 0.000, 0.000, 0.000, 0.000, 0.000, 0.000, 0.000, 0.000, 0.000, 0.000, 0.001, 0.010, -0.010, 0.010, 0.000, 0.000, 0.000, 0.000, 0.000, 0.000, 0.000, 0.000, 0.000, 0.001, 0.000, 0.000, -0.009, 0.001, 0.000, 0.001, 0.000, 0.000, 0.000, 0.000, 0.000, 0.000, 0.000, 0.000, 0.000, 0.000, 0.000, 0.000, 0.000, 0.000, 0.000, 0.000, 0.000]}

=====

[2]
{"formula": "C30H48BF15O13P", "method": "ωB97M-V with the def2-TZVPD basis set", "spin_multiplicity": 1, "homo_ev": -12.217, "molar_mass_g_mol": 943.46, "homo_lumo_gap_ev": 9.00, "largest_force_ha_per_bohr": 0.0096, "energy_ev": -109231.6633, "total_charge": 1, "species": ["C", "C", "C", "C", "C", "C", "C", "P", "C", "C", "O", "C", "B", "O", "O", "H", "H", "H", "H", "H", "H", "H", "H", "H", "H", "H", "H", "H", "H", "H", "H", "H", "H", "H", "H", "H", "H", "H", "C", "C", "O", "C", "O", "C", "F", "F", "F", "H", "H", "H", "H", "H", "C", "C", "O", "C", "O", "C", "F", "F", "F", "H", "H", "H", "H", "H", "C", "C", "O", "C", "O", "C", "F", "F", "F", "H", "H", "H", "H", "H", "C", "C", "O", "C", "O", "C", "F", "F", "F", "H", "H", "H", "H", "H", "C", "C", "O", "C", "O", "C", "F", "F", "F", "H", "H", "H", "H", "H"], "coordinates": [[-1.462, 0.862, 2.620], [-0.127, 1.175, 3.287], [0.189, 2.682, 3.408], [1.673, 3.017, 3.179], [1.993, 3.757, 1.864], [3.015, 3.066, 0.951], [2.781, 1.554, 0.843], [1.209, 1.186, 0.065], [1.146, 1.895, -1.590], [1.809, 1.083, -2.695], [2.321, 1.623, -3.631], [0.844, -0.568, 0.052], [2.015, -1.520, 0.624], [3.030, -1.955, -0.171], [1.952, -2.011, 1.881], [-2.232, 1.556, 2.955], [-1.786, -0.149, 2.861], [-1.413, 0.933, 1.529], [0.691, 0.697, 2.726], [-0.123, 0.723, 4.279], [-0.437, 3.234, 2.702], [-0.104, 3.010, 4.404], [2.247, 2.094, 3.264], [2.028, 3.646, 3.994], [2.396, 4.734, 2.118], [1.084, 3.963, 1.289], [4.041, 3.261, 1.259], [2.930, 3.485, -0.054], [3.555, 1.076, 0.231], [2.800, 1.048, 1.809], [0.197, 1.793, 0.800], [0.087, 2.015, -1.842], [1.602, 2.884, -1.602], [1.786, -0.019, -2.630], [-0.067, -0.703, 0.639], [0.625, -0.878, -0.970], [3.431, -1.325, -0.771], [1.303, -1.591, 2.451], [-0.149, -5.199, 3.023], [-1.635, -5.463, 3.098], [-2.253, -4.680, 4.151], [-2.545, -3.432, 3.868], [-2.361, -2.840, 2.842], [-3.239, -2.766, 5.082], [-2.600, -3.038, 6.221], [-4.496, -3.198, 5.186], [-3.258, -1.442, 4.921], [0.323, -5.390, 3.987], [0.302, -5.857, 2.281], [0.051, -4.167, 2.738], [-1.842, -6.494, 3.373], [-2.138, -5.245, 2.157], [2.670, 0.471, -7.922], [1.404, 1.050, -7.334], [0.241, 0.664, -8.103], [-0.255, -0.528, -7.824], [0.122, -1.300, -6.992], [-1.492, -0.802, -8.712], [-1.262, -0.484, -9.987], [-2.525, -0.069, -8.277], [-1.830, -2.083, -8.648], [2.779, 0.772, -8.964], [3.532, 0.835, -7.363], [2.662, -0.617, -7.876], [1.411, 2.136, -7.370], [1.262, 0.737, -6.301], [8.558, 4.340, 3.883], [7.778, 5.520, 4.412], [7.099, 6.224, 3.337], [5.959, 5.722, 2.929], [5.388, 4.745, 3.328], [5.358, 6.613, 1.812], [6.256, 6.926, 0.885], [4.863, 7.736, 2.331], [4.356, 5.946, 1.228], [9.262, 4.660, 3.116], [9.118, 3.881, 4.697], [7.894, 3.589, 3.456], [8.432, 6.269, 4.849], [7.040, 5.223, 5.156], [-4.555, -0.293, 7.640], [-4.781, -1.186, 8.838], [-4.865, -0.416, 10.058], [-6.035, 0.151, 10.303], [-7.024, 0.096, 9.635], [-5.976, 0.905, 11.654], [-4.859, 1.632, 11.754], [-5.993, 0.024, 12.660], [-7.018, 1.712, 11.779], [-3.665, 0.321, 7.785], [-4.421, -0.896, 6.747], [-5.405, 0.369, 7.483], [-3.942, -1.859, 8.998], [-5.687, -1.782, 8.729], [-2.527, -3.292, -11.710], [-3.820, -3.639, -11.008], [-4.498, -4.722, -11.685], [-4.072, -5.940, -11.396], [-3.202, -6.247, -10.637], [-4.913, -6.983, -12.172], [-5.069, -6.632, -13.449], [-6.125, -7.083, -11.612], [-4.329, -8.172, -12.127], [-2.715, -3.060, -12.758], [-2.064, -2.428, -11.241], [-1.825, -4.125, -11.667], [-4.520, -2.808, -11.039], [-3.657, -3.912, -9.966]], "mulliken_charge": [-1.117, 0.504, -1.046, -0.971, -0.811, -1.254, -0.635, 0.825, -0.863, -0.061, -0.459, -0.811, 0.734, -0.554, -0.552, 0.385, 0.150, 0.296, -0.632, 0.613, 0.485, 0.399, 0.640, 0.438, 0.471, 0.530, 0.271, 0.448, 0.641, 0.471, -0.236, 0.569, 0.431, 0.380, 0.175, 0.496, 0.321, 0.295, -0.797, -0.250, -0.327, 0.208, -0.557, 1.129, -0.267, -0.256, -0.230, 0.311, 0.398, 0.036, 0.317, 0.319, -1.165, -0.092, -0.318, 0.275, -0.531, 1.027, -0.274, -0.272, -0.237, 0.314, 0.380, 0.313, 0.341, 0.230, -1.067, -0.221, -0.335, 0.394, -0.517, 0.863, -0.260, -0.268, -0.171, 0.312, 0.371, 0.293, 0.322, 0.308, -0.719, -0.275, -0.327, 0.332, -0.504, 0.899, -0.248, -0.250, -0.234, 0.300, -0.007, 0.360, 0.314, 0.345, -0.865, -0.251, -0.317, 0.340, -0.512, 0.892, -0.245, -0.254, -0.236, 0.357, 0.099, 0.296, 0.365, 0.331]}